Molecular formula: C12H40AgN3O7
Method: DFT, the ωB97M-V functional and the def2-TZVPD basis

Properties
DFT total energy: -1318.7155 a.u.
energy relative to the best compared isomer or geometry (same formula, charge and spin): 0.0 kJ/mol
net charge: +1
highest occupied orbital energy (alpha / beta): -11.4 / -11.4 eV
multiplicity: 2
F_max: 2.4 eV/A
expectation value of S²: 0.76

```
63
Properties=species:S:1:pos:R:3:forces:R:3:nbo_charge:R:1
Ag -1.743 2.639 -1.254 0.28 0.37 -0.75 0.987
O 1.478 0.556 0.889 -0.32 -0.14 -0.04 -0.940
O 0.108 -2.734 5.055 0.01 0.13 0.13 -0.541
O -0.367 -3.798 0.782 -0.18 0.61 -0.70 -0.531
O -0.964 0.672 -0.671 -0.12 -1.60 -0.30 -0.790
O 0.741 4.590 -4.963 -0.37 0.41 0.10 -0.560
O -0.665 3.311 0.641 0.24 0.46 0.65 -1.006
O 0.408 0.005 -3.118 -0.14 -0.09 0.17 -0.958
N -2.517 -1.738 -1.414 1.48 0.17 -0.80 -0.643
N -0.288 2.944 -3.090 0.45 -0.19 -0.66 -0.937
N -0.988 0.569 3.685 0.54 -0.67 -0.98 -0.828
C 1.311 4.731 -6.262 -0.30 0.31 0.52 -0.247
C 1.635 4.162 -3.980 1.12 -0.89 -0.05 -0.078
C 1.267 -3.191 4.356 -0.97 -0.05 0.26 -0.250
C -0.672 -2.950 -0.308 0.45 -1.10 0.23 -0.065
C -3.030 -3.940 -0.555 0.75 -0.18 -1.06 -0.607
C 0.819 -4.546 0.594 -0.21 -0.84 0.24 -0.259
C 0.891 3.772 -2.703 -0.18 0.04 -0.21 -0.069
C -0.657 -1.800 4.315 -0.86 -0.87 0.18 -0.088
C -0.030 -0.414 4.260 -0.81 0.49 0.11 -0.083
C 0.312 0.092 5.650 -0.35 -0.56 0.06 -0.616
C -2.160 -2.678 -0.366 -2.30 0.13 0.53 -0.107
C 1.799 3.029 -1.725 -0.12 0.25 -0.31 -0.628
H -2.038 -0.836 -1.289 -0.59 0.66 0.21 0.356
H 1.972 -0.265 0.772 0.02 0.15 0.03 0.480
H 1.737 -3.953 0.601 -0.09 0.16 0.31 0.173
H -1.296 0.161 2.802 -0.14 0.29 -0.03 0.330
H 1.535 3.746 -6.671 0.24 0.04 -0.13 0.178
H 0.850 -0.513 3.623 0.04 0.67 -0.09 0.186
H 2.182 5.386 -6.207 0.23 -0.21 -0.13 0.181
H -2.133 -2.060 -2.308 -0.50 -0.26 -0.02 0.352
H 2.445 2.304 -2.222 0.09 0.19 -0.18 0.222
H 0.678 1.115 5.654 0.38 -0.12 -0.18 0.222
H 1.925 -3.660 5.082 0.12 0.21 0.04 0.203
H 0.953 -3.967 3.652 0.19 0.15 -0.30 0.168
H 0.566 5.239 -6.868 -0.05 -0.15 -0.08 0.205
H -0.676 4.236 0.921 -0.02 -0.12 0.00 0.505
H 0.110 2.050 -3.402 -0.23 -0.21 0.47 0.400
H -0.886 -0.062 -0.033 -0.38 0.39 0.44 0.460
H 2.465 4.854 -3.787 -0.37 0.47 0.12 0.187
H 0.974 -0.625 6.132 0.17 0.33 0.19 0.229
H 0.498 4.683 -2.244 0.02 -0.03 0.06 0.188
H -2.749 -4.672 0.199 -0.16 -0.10 -0.08 0.241
H -4.100 -3.749 -0.572 0.06 0.37 0.57 0.235
H 2.182 3.272 -4.340 -0.25 -0.22 -0.04 0.160
H -1.830 0.617 4.252 0.14 -0.06 0.22 0.357
H -0.618 0.117 6.228 0.03 -0.13 0.10 0.201
H 2.398 3.777 -1.208 0.18 -0.28 0.18 0.230
H 0.693 0.468 0.326 0.70 0.16 0.03 0.455
H 0.834 -5.139 -0.329 -0.33 0.26 -0.17 0.176
H -0.027 -2.059 -0.289 -0.27 0.35 0.15 0.148
H 1.234 2.437 -1.008 -0.13 0.29 0.20 0.217
H -0.530 3.316 -4.017 -0.68 0.26 0.43 0.410
H 1.736 -2.344 3.857 0.38 -0.25 -0.13 0.161
H -0.956 -2.258 3.358 0.82 0.37 -0.58 0.164
H 0.769 -5.280 1.398 0.57 0.16 0.10 0.211
H -0.400 -3.470 -1.239 -0.06 0.02 -0.14 0.175
H -2.642 -2.256 0.525 1.03 0.26 0.40 0.209
H 0.100 -0.878 -3.350 0.13 0.09 -0.12 0.476
H -0.007 0.201 -2.262 0.14 -0.06 -0.09 0.480
H -2.865 -4.334 -1.566 0.35 -0.32 0.18 0.202
H -0.093 2.861 1.284 -0.18 -0.13 -0.14 0.524
H -1.673 -1.742 4.727 0.34 0.14 0.89 0.184
```
Positions in Å, forces in eV/Å.